# 1
# C24H31ClN4O3S

C24H31ClN4O3S in the gas phase (ωB97M-V/def2-TZVPD, OMol25).

The energy is -2236.2596 Eh. As for the orbital gap: 8.400 eV. The multiplicity is 1. As for the SMILES: CN1CCN(c2ccc(Cl)cc2NC(=O)c2ccc(S(=O)(=O)N3CCCCCC3)cc2)CC1.

XYZ file:
```
64
Properties=species:S:1:pos:R:3:forces:R:3
H 7.272 1.248 -0.177 -0.01 -0.03 0.03
H -7.619 1.545 0.399 -0.01 -0.08 -0.02
H -3.118 -2.983 1.619 -0.07 -0.08 0.13
H -0.051 -0.224 2.218 -0.07 0.01 0.05
H -1.314 -1.301 -1.832 0.07 0.05 -0.14
H -6.874 2.305 -1.704 0.01 0.09 0.01
H -6.807 0.151 -0.320 -0.15 -0.07 -0.02
H 0.937 -1.553 -0.807 0.07 0.08 -0.03
C 4.292 -0.987 -0.255 0.11 -0.28 -0.38
H 4.607 -0.166 -2.224 0.01 -0.03 0.03
C 6.456 0.531 -0.072 -0.11 0.08 0.22
C -2.319 -2.089 -0.134 -0.50 0.05 -0.24
C 2.820 0.768 0.681 -0.50 0.02 0.14
H -5.770 3.010 -0.526 -0.05 0.08 0.01
C 0.054 -1.856 -0.264 -0.08 -0.16 0.13
C 5.129 1.277 0.066 0.24 0.07 0.05
C -1.194 -1.707 -0.840 0.09 0.01 -0.21
H -3.449 1.777 -0.172 0.07 -0.09 0.00
C -6.081 2.070 -0.990 0.00 -0.25 -0.16
C -0.969 -2.837 1.687 0.22 0.09 -0.07
H 3.330 -1.432 -0.512 0.12 0.01 0.03
N 4.087 0.315 0.369 0.35 -0.03 0.15
H 5.207 -1.824 -2.015 -0.13 0.06 -0.03
H 6.634 -0.048 0.842 0.01 0.18 0.04
C -6.649 1.149 0.092 0.01 0.28 0.13
O -3.842 -1.524 -2.203 0.28 0.20 0.09
H 3.114 2.768 -0.045 0.11 0.04 -0.07
H 6.659 1.015 -2.809 -0.02 0.03 -0.03
C -4.695 -0.056 1.208 -0.10 -0.11 0.68
H -5.255 2.013 1.487 -0.02 0.05 0.07
S -3.936 -1.663 -0.780 0.15 0.24 0.32
H 5.186 1.999 0.885 0.02 0.04 -0.10
C -4.907 1.476 -1.765 0.06 0.17 0.20
H -3.890 0.122 1.938 -0.09 -0.07 -0.03
C 7.143 0.125 -2.375 0.01 -0.04 0.07
H 7.162 -0.657 -3.133 0.05 0.02 -0.10
N -4.150 -0.174 -0.117 -0.19 -0.95 -0.50
H 3.185 -1.490 2.082 -0.10 -0.11 -0.01
H 4.935 1.827 -0.867 -0.02 0.05 0.05
H 8.170 0.375 -2.113 0.06 0.03 -0.08
C 0.167 -2.392 1.016 -0.26 -0.31 -0.17
C 0.634 0.411 1.681 0.10 0.29 -0.01
H 0.892 3.572 0.521 -0.05 0.10 -0.02
O -4.908 -2.561 -0.226 0.22 0.07 0.22
C -5.747 1.052 1.325 0.02 -0.22 -0.20
N 2.252 -1.375 1.707 0.50 0.15 0.14
C 5.124 -0.848 -1.526 -0.06 -0.19 0.04
H -5.151 -1.025 1.419 -0.03 0.16 0.21
H 4.819 -1.665 0.426 -0.12 -0.09 -0.08
H -5.242 0.617 -2.348 0.02 0.05 -0.08
C 1.168 2.556 0.750 -0.17 -0.09 0.10
Cl -1.322 2.251 1.765 -0.28 0.14 0.11
H -2.913 0.718 -1.491 0.07 0.25 0.05
C 1.889 -0.070 1.337 -0.16 0.47 -0.06
H -6.349 0.841 2.211 0.08 0.04 0.06
C 2.429 2.089 0.433 0.10 -0.14 -0.04
C -3.766 0.995 -0.867 0.07 0.23 -0.72
O 1.907 -3.541 2.178 -0.09 -0.19 0.09
C 1.497 -2.510 1.689 0.03 -0.01 -0.06
N 6.465 -0.384 -1.206 -0.08 -0.04 -0.03
C -2.218 -2.668 1.116 -0.11 -0.09 0.09
H -0.860 -3.290 2.661 0.00 -0.06 0.08
H -4.519 2.227 -2.457 0.02 -0.01 -0.08
C 0.266 1.705 1.362 0.30 -0.14 -0.08
```
Forces are in eV/Å.

***

# 2
# C5H7NO2

2 unconnected molecules or ions with the total composition C5H7NO2 (ωB97M-V/def2-TZVPD, OMol25).

The energy is -399.6281 Eh. As for the orbital gap (alpha / beta): 8.767 / 6.786 eV. The relative energy (zero: lowest compared OMol25 entry of this formula, charge and spin) is 885.9 kJ/mol. The multiplicity is 1.

XYZ file:
```
15
Properties=species:S:1:pos:R:3:forces:R:3
H -1.404 1.918 0.344 0.19 -0.23 0.38
H -1.410 0.071 -2.045 -1.38 -1.25 -1.34
C -0.836 0.806 -1.601 2.73 0.69 0.64
H -0.330 0.138 2.241 -0.48 -0.82 -0.10
O 3.423 -0.069 -1.549 1.23 0.21 1.96
N 3.364 -0.218 -0.332 -2.19 -0.23 -3.52
O 2.273 -0.412 0.189 0.22 0.39 1.54
H -0.415 1.580 -2.255 -0.45 -0.08 0.57
H -1.222 -1.371 2.083 -3.23 -2.49 2.21
H 0.479 -1.310 1.738 -1.22 0.19 -0.36
C -0.531 -0.805 1.666 5.12 3.41 -0.27
C -1.059 1.005 -0.118 0.87 0.63 -0.60
C -0.890 -0.432 0.280 0.97 -0.01 1.29
H -1.558 -1.131 -0.098 -1.20 -1.29 -1.45
C 0.114 0.228 -0.544 -1.17 0.88 -0.95
```
Forces are in eV/Å.

***

# 3
# C37H32As2NPt

A molecular structure, C37H32As2NPt (ωB97M-V/def2-TZVPD, OMol25).

The energy is -6073.6608 Eh. Its total charge is +3. As for the orbital gap (alpha / beta): 7.219 / 4.948 eV. Its expectation value of S² is 6.04. The relative energy (zero: lowest compared OMol25 entry of this formula, charge and spin) is 0.0 kJ/mol. The multiplicity is 5.

XYZ file:
```
73
Properties=species:S:1:pos:R:3:forces:R:3
C 2.854 1.203 2.286 0.15 0.33 -0.03
H 3.908 2.245 3.817 -0.01 0.04 0.01
C 2.485 -1.173 2.714 0.06 -0.55 0.40
H 0.345 -5.544 0.642 0.01 -0.06 0.02
C -3.192 -2.907 -3.340 -0.21 0.00 0.23
C 3.496 1.300 3.489 -0.10 0.35 -0.29
C 0.306 -0.358 -2.473 -0.15 0.11 0.12
C 0.042 0.812 -3.189 -0.03 0.05 -0.01
C -0.443 2.709 3.095 -0.03 0.03 -0.13
H 4.135 0.284 5.278 0.03 -0.11 0.03
C -2.047 3.577 -0.067 -0.05 -0.17 0.06
C 3.631 0.165 4.329 0.01 -0.24 0.17
C -1.027 5.335 -1.350 0.04 0.01 -0.02
C 0.228 3.350 -0.855 0.16 -0.16 0.11
H -3.027 5.410 -0.575 0.00 -0.02 0.00
Pt 1.087 -0.320 0.245 1.18 -0.03 -0.14
C -0.448 1.835 5.335 -0.02 0.03 -0.05
H -3.546 -0.771 -1.256 0.06 -0.01 -0.02
C 1.656 -4.822 2.201 0.03 0.13 0.03
H -2.431 -0.713 1.007 0.02 0.05 -0.04
C 0.561 -3.422 0.620 -0.18 -0.09 -0.16
N 1.100 -2.324 1.134 -0.03 0.26 0.10
As -0.756 1.133 0.709 -0.83 0.04 0.62
H -3.260 0.794 0.638 0.08 -0.01 0.01
H -0.106 -2.116 -4.576 -0.03 -0.02 -0.06
H -1.053 -3.273 -6.545 0.05 0.03 0.00
C 1.926 -2.427 2.207 0.00 -0.08 0.02
C -1.639 -3.161 -5.643 0.09 0.04 0.02
H -0.863 -0.264 5.531 0.00 -0.01 0.02
H 2.755 2.091 1.671 -0.01 -0.11 -0.04
C -3.708 -3.552 -4.443 0.00 0.04 0.13
C 1.090 1.601 -3.640 0.00 -0.05 0.07
H -0.974 1.101 -3.431 0.01 -0.02 0.02
H 0.879 2.477 -4.237 -0.02 0.03 0.00
C 2.675 0.117 -2.600 0.10 0.10 -0.05
C 2.311 -0.024 1.876 -0.39 0.53 -0.62
C 1.640 -0.723 -2.187 -0.19 -0.31 -0.20
H 3.214 1.898 -3.666 0.03 0.00 0.00
C -2.933 -3.673 -5.594 -0.04 -0.03 -0.08
H 3.697 -0.172 -2.392 0.02 0.02 -0.04
H 2.882 -3.750 3.591 0.02 -0.02 0.02
H -1.085 -0.641 3.119 0.01 0.04 -0.03
C -1.904 -2.342 -3.396 -0.11 0.05 0.01
C -1.114 -2.516 -4.545 0.32 0.10 -0.04
H -3.340 -4.180 -6.459 0.00 -0.02 0.00
H 1.886 -5.793 2.617 0.00 -0.02 0.01
H 1.004 5.016 -1.961 0.02 0.00 0.00
H 1.154 2.782 -0.904 -0.04 0.03 -0.05
C -0.730 0.563 4.847 0.00 0.04 0.06
H -0.102 3.896 4.845 0.01 0.02 0.01
As -1.215 -1.419 -1.906 -0.17 0.01 -0.20
H -3.784 -2.830 -2.435 -0.03 -0.01 -0.06
H -1.091 6.312 -1.807 0.01 0.02 0.00
H -2.622 0.634 -1.779 -0.01 -0.02 0.06
H -0.362 1.995 6.401 0.02 0.00 0.03
C 0.810 -4.692 1.115 0.01 0.00 0.04
C 3.127 -1.060 3.940 -0.17 -0.24 -0.03
C -0.864 0.358 3.484 0.03 -0.09 -0.10
H -4.704 -3.969 -4.419 -0.03 0.01 0.05
C -0.871 2.834 -0.177 0.01 -0.08 0.07
C 2.210 -3.672 2.750 0.08 -0.13 0.10
H 3.221 -1.915 4.594 0.04 0.03 0.06
H -0.104 -3.295 -0.226 0.06 0.04 0.04
C 0.150 4.603 -1.442 -0.05 0.03 0.00
H 1.898 -1.726 -1.844 -0.13 0.12 0.10
C -0.305 2.905 4.462 -0.03 -0.09 0.10
C -2.603 -0.239 -1.119 0.15 -0.06 -0.16
H -0.345 3.551 2.420 0.01 -0.02 0.00
H -2.899 3.205 0.492 0.02 -0.02 -0.02
C -2.422 0.156 0.346 0.10 0.06 -0.14
C 2.403 1.272 -3.322 0.03 -0.12 0.08
C -0.724 1.435 2.609 0.02 0.12 -0.15
C -2.120 4.826 -0.660 -0.01 0.06 -0.03
```
Forces are in eV/Å.

***

# 4
# C2H5NO

2 unconnected molecules or ions with the total composition C2H5NO (ωB97M-V/def2-TZVPD, OMol25).

The energy is -209.0136 Eh. As for the orbital gap (alpha / beta): 8.010 / 8.381 eV. The relative energy (zero: lowest compared OMol25 entry of this formula, charge and spin) is 548.1 kJ/mol. The multiplicity is 1.

XYZ file:
```
9
Properties=species:S:1:pos:R:3:forces:R:3
C -0.544 0.928 -0.052 -0.02 -0.99 0.90
H -0.281 1.600 0.687 0.14 0.79 1.92
N 2.052 0.317 0.120 -0.38 -2.18 -0.41
H -0.689 -0.804 1.026 -0.56 -0.70 2.35
O 1.947 -0.828 -0.068 1.05 2.25 0.43
H -1.491 -0.941 -0.448 -2.99 -0.82 -1.45
C -0.741 -0.475 0.049 2.57 -0.68 0.34
H 0.099 -1.091 -0.359 -0.18 0.69 -0.22
H -0.352 1.295 -0.955 0.36 1.63 -3.85
```
Forces are in eV/Å.

***

| no. | largest force on an atom (eV/A) |
| --- | --- |
| 1 | 1.1 |
| 2 | 6.2 |
| 3 | 1.2 |
| 4 | 4.2 |